C4H11N3O2 | ωB97M-V/def2-TZVPD

Geometry as XYZ:
```
20
Properties=species:S:1:pos:R:3:forces:R:3
C 1.016764 0.705582 -2.962138 -0.4 0.4 -0.3
C -0.225850 1.581761 -2.842576 0.5 -0.2 0.3
O -1.062547 1.228791 -1.881945 -0.3 0.5 0.4
O -0.451130 2.514628 -3.570847 0.0 -0.1 -0.1
H 1.918421 1.301958 -3.099646 -0.1 0.0 0.1
H 0.885467 0.116669 -3.868813 0.1 -0.2 0.1
H 1.075730 0.081121 -2.082592 0.3 -0.4 0.1
C 0.437090 -1.354398 3.077923 0.4 -1.3 -0.6
C -0.681270 -0.418853 1.058698 -0.6 -0.3 -0.4
N -1.280965 -0.523236 -0.074078 0.4 0.2 -0.4
N -0.177137 -1.478716 1.754149 0.4 0.5 0.6
N -0.635918 0.839237 1.617234 0.6 -0.1 0.1
H -1.439525 -1.435659 -0.480274 0.2 -0.2 0.5
H -0.865216 0.536438 -1.126417 -0.5 0.2 -1.1
H 0.265054 -2.155970 1.157549 -0.3 -0.2 0.0
H 0.199183 1.024215 2.153167 -0.1 0.1 0.0
H -0.787358 1.538863 0.903067 -0.3 0.1 0.1
H 1.523286 -1.462433 3.008992 0.0 0.2 0.0
H 0.087527 -2.193911 3.672563 -0.1 0.1 0.3
H 0.198393 -0.446086 3.585983 -0.3 0.5 0.1
```
Positions in Å, forces in eV/Å.

Properties
relative energy (zero: lowest compared OMol25 entry of this formula, charge and spin)	17.6	kcal/mol
charge	0
SMILES	[H]/N=C(/N)NC.CC(=O)O
maximum force	0.0281	hartree/bohr
2S+1	1
HOMO-LUMO gap	9.62	eV
E_HOMO	-9.31	eV